Entry from the OMol25 dataset: a structure of composition C17H40AsF14O7S6 in a non-equilibrium geometry (ωB97M-V with the def2-TZVPD basis set).

Geometry as ORCA input:
```
! RIJCOSX wB97M-V def2-TZVPD def2/J DEFGRID3
* xyz 0 2
As 0.52388 -0.21478 -0.37646
F 0.82543 -1.06103 -1.88688
F 0.07330 1.42854 -1.08466
F 0.19147 0.81724 1.12741
F 1.15847 -1.54808 0.69103
F 2.22270 0.30416 -0.44692
F -1.21862 -0.88425 -0.35203
C -5.19157 0.07384 0.90066
C -4.98517 -0.81090 -0.38834
C -5.49780 -2.19342 -0.12667
F -5.34809 -3.15601 -1.08754
F -4.98085 -2.79683 0.99130
F -5.64538 -0.41791 -1.47143
F -3.72058 -0.73641 -0.60912
O -6.59600 0.11180 1.38905
C -7.14724 1.38134 1.56172
C -8.18904 1.36629 2.78347
F -8.60265 2.54962 3.03012
F -9.13025 0.40689 2.75278
F -6.25517 2.28824 1.71313
F -7.70126 1.68437 0.45807
H -4.87939 1.09309 0.67312
H -4.60541 -0.26601 1.75449
H -6.57024 -2.19868 0.06817
H -7.49203 1.15312 3.59392
C 1.74890 1.89393 -4.24015
S 3.59370 1.94789 -4.33186
O 3.75842 3.05481 -5.35164
C 3.96815 2.72036 -2.69557
H 1.18154 1.60593 -5.12517
H 1.38775 2.87738 -3.93931
H 1.69486 1.09242 -3.50343
H 4.56825 3.62763 -2.76516
H 4.28790 1.96811 -1.97446
H 3.08606 3.07798 -2.16443
C 1.09642 -1.71565 4.09881
S -0.60905 -2.31663 3.82785
O -0.74296 -3.06279 5.10352
C -1.44669 -0.59740 4.02934
H 1.72269 -1.36325 3.27924
H 1.52213 -2.69157 4.33214
H 1.01144 -1.03107 4.94275
H -1.60044 -0.19056 5.02880
H -2.44929 -0.53679 3.60600
H -0.75441 -0.11567 3.33884
C 4.98135 1.09164 1.26989
S 5.35252 2.58365 2.15211
O 5.39599 3.51560 0.92187
C 3.70614 2.91946 2.96739
H 4.50054 1.39434 0.33967
H 4.13881 0.53201 1.67614
H 5.81726 0.41312 1.09970
H 3.79558 2.27061 3.83866
H 3.01032 2.45051 2.27169
H 3.55359 3.96280 3.24358
C -1.25035 4.23264 -0.42133
S -2.76664 3.23922 -0.30078
O -3.78702 4.15830 0.20133
C -3.02312 3.15253 -2.11921
H -0.41217 3.58383 -0.16716
H -1.44624 5.02857 0.29717
H -1.06767 4.66864 -1.40349
H -2.37892 2.47327 -2.67753
H -2.89352 4.11318 -2.61764
H -4.05297 2.88619 -2.35706
C 5.22034 -3.23749 0.29249
S 5.75671 -3.09971 -1.51039
O 4.53800 -3.73606 -2.19830
C 5.56936 -1.31415 -1.83148
H 5.30563 -2.38343 0.96437
H 5.80949 -4.00031 0.80149
H 4.19051 -3.59279 0.32879
H 5.87497 -0.96762 -2.81871
H 6.07056 -0.76761 -1.03260
H 4.52974 -0.99070 -1.77988
C 1.45586 -4.79734 -0.76635
S 1.63550 -4.13516 -2.52310
O 2.12241 -5.25313 -3.41658
C -0.11733 -3.70930 -3.04599
H 0.44173 -4.43835 -0.59092
H 2.16509 -4.20031 -0.19306
H 1.53073 -5.87412 -0.61461
H -0.20817 -3.27537 -4.04175
H -0.47996 -2.99998 -2.30203
H -0.84852 -4.51642 -3.09088
*
```

⟨S²⟩ ... 0.76
Maximum force ... 5.4 eV/A
Calculated total energy ... -196496.680 eV